53
Properties=species:S:1:pos:R:3 method="wB97M-V/def2-TZVPD" de_lowest_kj_mol=0.0 fmax_ev_per_a=0.13
Ba -0.762 -0.796 0.184
O -4.536 1.913 -4.914
C -3.866 1.372 -3.875
C -4.299 1.490 -2.559
C -3.541 0.886 -1.574
N -2.420 0.212 -1.820
C -1.998 0.127 -3.086
C -2.691 0.681 -4.144
C -0.672 -0.600 -3.341
O -0.273 -0.707 -4.486
O -0.098 -1.032 -2.275
C -3.959 1.048 -0.135
O -4.723 1.905 0.227
O -3.376 0.178 0.695
H -5.318 2.379 -4.597
H -5.189 2.041 -2.286
H -2.306 0.580 -5.149
N 2.423 -1.905 -2.205
C 3.112 -1.756 -0.867
C 4.581 -2.123 -1.070
P 2.966 0.051 -0.504
O 4.099 0.337 0.628
O 3.298 0.736 -1.771
O 1.656 0.298 0.219
P 2.315 -2.926 0.345
O 2.661 -2.195 1.766
O 3.026 -4.220 0.270
O 0.832 -2.807 0.136
H 2.871 -1.257 -2.861
H 1.382 -1.634 -2.218
H 2.514 -2.862 -2.546
H 5.053 -1.444 -1.785
H 4.664 -3.153 -1.415
H 5.115 -2.057 -0.124
H 4.880 0.712 0.204
H 3.348 -2.713 2.202
N 1.936 1.161 2.703
C 0.833 0.561 3.513
P -0.614 1.646 3.083
O -0.173 3.002 3.497
O -0.913 1.319 1.644
C -2.049 1.030 4.047
N -3.290 1.228 3.270
H 1.800 0.925 1.665
H 2.858 0.806 2.949
H 1.903 2.178 2.827
H 1.087 0.628 4.570
H 0.740 -0.487 3.227
H -2.064 1.532 5.018
H -1.919 -0.041 4.224
H -4.096 1.017 3.847
H -3.425 0.534 1.646
H -3.383 2.204 3.001



49
Properties=species:S:1:pos:R:3 method="wB97M-V/def2-TZVPD" total_charge=+1 de_lowest_kj_mol=452.8 fmax_ev_per_a=7.92
C 2.749 2.409 -0.616
C 2.207 0.954 -0.099
C 1.081 0.459 -1.170
Br 2.113 -0.107 -2.792
C 0.073 -0.637 -0.600
P 1.107 -1.586 0.687
C 2.577 -2.439 -0.212
O 0.267 -2.919 1.368
C -0.532 -1.795 -1.492
O -0.210 -2.353 -2.538
O -1.692 -2.242 -0.749
C -2.314 -1.229 0.127
P -2.643 -1.751 1.973
N -2.551 -3.517 2.079
O -1.411 -1.147 2.994
S -4.066 -1.250 -0.514
O -4.843 0.000 -0.209
O -4.738 -2.353 0.282
F -4.183 -1.745 -2.110
C -1.347 0.008 -0.154
Br -2.121 0.726 -1.887
C -1.244 1.232 0.853
C -2.624 1.947 1.211
C -2.443 3.464 1.722
F -1.105 3.839 1.926
F -3.026 4.322 0.742
F -3.175 3.696 2.909
H 3.830 2.472 -0.228
H 2.187 3.221 -0.027
H 2.660 2.540 -1.739
H 3.122 0.286 -0.080
H 1.760 1.171 0.928
H 0.579 1.448 -1.479
H 3.556 -1.885 -0.061
H 2.710 -3.481 0.252
H 2.303 -2.614 -1.306
H 0.276 -3.656 0.718
H -1.800 -3.784 2.740
H -3.459 -3.854 2.438
H -0.888 -1.889 3.376
H -0.681 1.000 1.826
H -0.596 2.028 0.325
H -3.371 2.008 0.352
H -3.097 1.366 2.084
N 5.003 1.528 -2.771
H 4.773 2.473 -3.089
H 5.598 1.584 -1.940
H 4.130 1.020 -2.538
H 5.501 1.029 -3.513



no.,HOMO level (eV),energy (eV)
1,-9.6,-72900.126
2,-10.9,-207370.484